Below is a single C16H16O4S2 molecule, with properties calculated with ωB97M-V/def2-TZVPD.

The geometry in ORCA input format:
```
! wB97M-V def2-TZVPD RIJCOSX def2/J DEFGRID3
* xyz 0 1
C -2.55229 -1.28874 2.13698
C -1.81885 -0.08054 1.56650
C -2.54296 1.15992 2.10301
C -0.31191 -0.10604 1.98560
C 0.45656 1.05988 1.92377
C 1.77578 1.10711 2.38571
C 2.42110 -0.06978 2.79266
C 1.69928 -1.26657 2.76408
C 0.36464 -1.29115 2.33863
H -2.26547 -2.23581 1.65905
H -2.30437 -1.37460 3.21018
H -3.64166 -1.15439 2.06887
H -2.15629 2.08818 1.65464
H -3.60728 1.07906 1.81027
H -2.48709 1.20501 3.22305
H -0.01196 1.98639 1.54279
H 2.30404 2.06850 2.40141
H 3.46951 -0.04906 3.08336
H 2.19294 -2.20173 3.05889
H -0.16796 -2.25504 2.32039
C -3.19043 1.16223 -5.02362
C -2.18009 1.41970 -4.09034
C -2.34773 1.01957 -2.75599
C -3.47399 0.33263 -2.37028
C -4.48520 0.06436 -3.30465
C -4.35116 0.48721 -4.62875
S -3.52268 -0.27935 -0.65799
O -4.60630 0.48549 -0.06514
O -3.62474 -1.72401 -0.76225
C -1.93866 -0.07099 0.07972
S -1.11168 1.23910 -1.41644
O 0.08659 0.51311 -1.78927
O -1.03705 2.64679 -1.07903
H -3.07322 1.48098 -6.06716
H -1.25908 1.91034 -4.40155
H -5.37028 -0.48471 -3.00352
H -5.14006 0.28828 -5.36238
H -1.29170 -0.82100 -0.34394
*
```

Output
Total energy: -1716.5363 Ha
Lowest unoccupied orbital energy: 0.004 Eh
Gap between HOMO and LUMO: 9.57 eV
Energy above the lowest of the compared OMol25 structures with the same formula, charge and spin: 177.7 kJ/mol
Structure (SMILES): CC(C)(c1ccccc1)C1S(=O)(=O)c2ccccc2S1(=O)=O
Molecular weight: 336.4 g/mol

Below is a molecular structure, C16H17AsO3S5Sc, with properties calculated with ωB97M-V/def2-TZVPD.

The geometry in ORCA input format:
```
! wB97M-V def2-TZVPD RIJCOSX def2/J DEFGRID3
* xyz -1 1
Sc 2.78058 -1.85098 0.77465
S 3.24970 -3.95599 2.26222
As 1.12708 -3.73128 1.83711
S 0.87612 -1.64456 2.54168
S 1.18064 -3.43139 -0.36878
S -0.27497 -5.10940 2.52368
O 1.98102 -0.08811 -0.14491
S 1.14996 1.13087 -0.44585
C 0.13904 1.38059 1.01661
C -0.83679 2.50808 0.81517
C -0.39662 3.79919 0.52135
C -1.30799 4.83152 0.34068
C -2.66970 4.58331 0.46615
C -3.11273 3.30144 0.76468
C -2.20188 2.26794 0.93125
C -0.05427 0.59972 -1.69936
C -1.34776 -0.03127 -1.26724
C -2.55281 0.55275 -1.65091
C -3.75931 -0.00465 -1.25326
C -3.76559 -1.15051 -0.46442
C -2.56556 -1.74110 -0.08783
C -1.35812 -1.18793 -0.49501
H 0.88781 1.60083 1.77913
H -0.32145 0.42589 1.26478
H 0.66753 3.99658 0.43621
H -0.95423 5.82976 0.11192
H -3.38262 5.38770 0.33209
H -4.17299 3.09925 0.86034
H -2.54904 1.26062 1.13905
H 0.56495 -0.08626 -2.28485
H -0.22950 1.49877 -2.29143
H -2.54687 1.46458 -2.23966
H -4.69224 0.46257 -1.54642
H -4.70716 -1.58451 -0.15005
H -2.54784 -2.63426 0.52410
H -0.42815 -1.66199 -0.20327
C 5.45389 -3.48256 -1.12813
O 4.52909 -2.58172 -0.54696
C 4.96916 -1.55892 0.37685
O 6.13071 -1.32117 0.47421
H 4.87502 -4.27190 -1.60041
H 6.10142 -3.89948 -0.35947
H 6.07249 -2.97201 -1.86570
*
```

Output
Total energy: -5833.2775 Ha
Lowest unoccupied orbital energy: 0.075 Eh
Gap between HOMO and LUMO: 6.55 eV
Energy above the lowest of the compared OMol25 structures with the same formula, charge and spin: 38.7 kJ/mol
Molecular weight: 537.5 g/mol

Below is a single C16H17ClFN3O molecule, with properties calculated with ωB97M-V/def2-TZVPD.

The geometry in ORCA input format:
```
! wB97M-V def2-TZVPD RIJCOSX def2/J DEFGRID3
* xyz 0 1
C -1.71307 -3.23807 0.17900
C -0.74466 -2.14766 0.47239
N 0.52272 -2.38082 0.75722
N 1.09380 -1.19448 0.96900
C 0.21661 -0.17006 0.84210
C -0.99140 -0.75842 0.50641
N -2.21577 -0.13078 0.23986
C -2.35607 0.94777 -0.57587
O -1.41703 1.51437 -1.09890
C -3.76132 1.41834 -0.77798
C -4.79948 1.33235 0.30991
C -4.92350 0.46730 -0.89859
H -4.73976 -0.59368 -0.81000
H -5.68581 0.70448 -1.62505
H -4.52089 0.88264 1.25166
H -5.47816 2.16451 0.41887
H -3.78118 2.29709 -1.41062
H -3.03648 -0.64903 0.51299
C 0.56254 1.25228 1.07505
H 0.86360 1.72973 0.14262
H 1.36437 1.34585 1.80355
H -0.31388 1.78115 1.44272
C 2.50631 -1.12481 1.23490
C 3.22563 -0.23370 0.25456
C 3.95703 0.86678 0.68827
C 4.61279 1.72594 -0.17167
C 4.53732 1.48616 -1.53227
C 3.82695 0.39989 -2.00858
C 3.18311 -0.45163 -1.12229
Cl 2.32332 -1.80770 -1.74758
H 3.76657 0.20396 -3.06678
H 5.03534 2.14775 -2.22310
H 5.16154 2.56267 0.22910
F 4.02971 1.11233 2.01512
H 2.68163 -0.76681 2.25513
H 2.87324 -2.15239 1.15286
H -2.49917 -3.27081 0.93459
H -2.17667 -3.08314 -0.79513
H -1.18982 -4.18937 0.17653
*
```

Output
Total energy: -1419.4605 Ha
Lowest unoccupied orbital energy: 0.028 Eh
Gap between HOMO and LUMO: 9.00 eV
Energy above the lowest of the compared OMol25 structures with the same formula, charge and spin: 0.0 kJ/mol
Structure (SMILES): Cc1nn(Cc2c(F)cccc2Cl)c(C)c1NC(=O)C1CC1
Molecular weight: 321.8 g/mol

Below is a molecular structure, C16H17ClN2O4S2, with properties calculated with ωB97M-V/def2-TZVPD.

The geometry in ORCA input format:
```
! wB97M-V def2-TZVPD RIJCOSX def2/J DEFGRID3
* xyz 0 1
O 1.00466 -1.48255 -2.18682
C -0.17698 -1.35370 -1.88335
N -0.56709 -0.82749 -0.69443
C 0.40901 -0.55273 0.11545
N 0.23388 -0.05002 1.34578
C -1.03312 0.31209 1.85595
C -1.31374 0.09409 3.20119
C -2.54974 0.45928 3.70776
C -3.51561 1.03479 2.89767
C -3.22720 1.24082 1.56014
C -1.99627 0.89051 1.03619
H -1.78226 1.04921 -0.00646
H -3.97033 1.68780 0.91841
H -4.47299 1.31115 3.30867
Cl -2.88379 0.18290 5.37824
H -0.59476 -0.37106 3.85582
C 1.43592 0.34106 2.06692
C 1.65235 1.84493 2.02276
H 1.05172 2.39136 2.74115
H 1.53781 2.25874 1.02471
S 3.42100 1.91758 2.45624
O 4.03363 3.14173 2.03440
O 3.56231 1.52521 3.82790
C 3.85334 0.52506 1.36386
C 2.63423 -0.36948 1.41577
H 2.85235 -1.29808 1.94554
S 2.07363 -0.86771 -0.29936
H 4.01938 0.95133 0.37799
H 4.75912 0.04517 1.71784
H 1.35636 0.03743 3.11416
C -1.33166 -1.70315 -2.80510
C -1.59798 -0.50876 -3.73676
H -1.48790 0.44789 -3.23103
C -0.55026 -0.74616 -4.82445
H -0.87055 -0.37784 -5.79654
C -0.37237 -2.27452 -4.81585
H 0.68594 -2.55150 -4.77788
H -0.83459 -2.75432 -5.68406
O -1.03662 -2.77452 -3.66189
H 0.38802 -0.26148 -4.55618
H -2.60691 -0.58940 -4.14150
H -2.19195 -1.97570 -2.18887
*
```

Output
Total energy: -2286.9379 Ha
Lowest unoccupied orbital energy: 0.008 Eh
Gap between HOMO and LUMO: 9.37 eV
Energy above the lowest of the compared OMol25 structures with the same formula, charge and spin: 5.2 kJ/mol
Molecular weight: 400.9 g/mol

Below is a molecular structure, C16H17CrN5OS3, with properties calculated with ωB97M-V/def2-TZVPD.

The geometry in ORCA input format:
```
! wB97M-V def2-TZVPD RIJCOSX def2/J DEFGRID3
* xyz 1 4
Cr 0.31666 0.21471 0.02674
N -2.88882 3.01564 0.88861
C -2.04942 2.04802 0.46148
S -0.32931 2.36764 0.63018
N -2.57330 0.97968 -0.05115
N -1.61208 0.04165 -0.45421
C -2.11387 -0.92682 -1.14341
C -1.42336 -2.07359 -1.66809
C -2.19010 -3.05405 -2.32021
C -1.60359 -4.18512 -2.83236
C -0.22132 -4.34929 -2.69661
C 0.55317 -3.39834 -2.06596
C -0.03576 -2.24206 -1.55061
O 0.73186 -1.31831 -0.97710
H -2.53338 3.86470 1.28512
H -3.88045 2.87645 0.80591
H -3.18336 -0.85080 -1.32400
H -3.25937 -2.90251 -2.41156
H -2.19831 -4.93431 -3.33475
H 0.25126 -5.23908 -3.09302
H 1.62444 -3.52190 -1.96853
S 0.09892 -0.87476 2.17142
C 1.76466 -0.93864 2.55981
N 2.61963 -1.73403 1.97376
C 4.02370 -1.69344 2.38205
C 4.12226 -0.68893 3.54986
S 2.46311 0.02999 3.78773
H 2.28500 -2.34592 1.23937
H 4.63707 -1.37910 1.53805
H 4.33837 -2.69077 2.68195
H 4.81476 0.11677 3.32319
H 4.43057 -1.16617 4.47538
C 5.03876 1.52219 -0.27567
C 4.16731 2.27684 0.49150
C 2.84680 1.88369 0.58671
N 2.36971 0.79150 -0.03206
C 3.22322 0.05810 -0.77048
C 4.55555 0.39244 -0.91609
H 6.07598 1.81420 -0.37920
H 4.49148 3.17090 1.00531
H 2.14588 2.45603 1.17801
H 2.79605 -0.80652 -1.25699
H 5.19252 -0.22294 -1.53578
*
```

Output
Total energy: -3207.8461 Ha
Lowest unoccupied orbital energy (alpha / beta): -0.157 / -0.130 Eh
Gap between HOMO and LUMO (alpha / beta): 6.39 / 7.16 eV
Molecular weight: 443.5 g/mol

Below is a single C16H17F3N2O5 molecule, with properties calculated with ωB97M-V/def2-TZVPD.

The geometry in ORCA input format:
```
! wB97M-V def2-TZVPD RIJCOSX def2/J DEFGRID3
* xyz 0 1
O -1.71667 -0.78151 1.87652
F 0.51246 -0.38474 -1.65518
F 1.88080 -1.93109 -1.98427
F 2.40175 -0.32412 -0.52216
O -0.34128 -2.76171 -0.29468
O 1.81131 -2.87039 0.63421
O -0.80761 4.42287 0.60764
O 0.15022 4.21269 -1.47021
C -0.70608 -0.45498 1.28039
C -0.08475 -6.42495 -0.29768
C 1.13478 -6.55392 0.38068
C -0.65873 -5.17277 -0.55389
C 1.83835 -5.35507 0.69801
C 0.05122 -4.03749 -0.14278
C 1.28680 -4.11497 0.40585
N -0.59380 0.82387 0.78931
N 0.34067 -1.31998 1.39898
C 1.38758 -1.11190 -0.99100
C -1.30866 5.50640 -0.18806
C -0.33060 5.55614 -1.33321
C -1.76304 1.45166 0.19231
C 0.50296 1.69399 1.31164
C 0.78096 -1.97658 0.17779
C -1.35394 2.50122 -0.83803
C 0.92447 2.72430 0.24593
C -0.25208 3.44769 -0.31976
H -0.59773 -7.33920 -0.52731
H 1.59530 -7.50573 0.63407
H -1.63233 -5.01847 -1.00103
H 2.81377 -5.43742 1.11586
H 0.20080 -1.98809 2.12351
H -1.32187 6.44306 0.38684
H -2.33578 5.32477 -0.50274
H -0.82635 5.84171 -2.28119
H 0.48429 6.24400 -1.14702
H -2.35279 1.99350 0.96155
H -2.46885 0.71853 -0.22627
H 0.14617 2.21830 2.24037
H 1.40391 1.10953 1.58748
H -2.25657 3.05610 -1.13216
H -1.01517 1.97020 -1.73746
H 1.68918 3.40532 0.67693
H 1.38693 2.19922 -0.57974
*
```

Output
Total energy: -1405.1930 Ha
Lowest unoccupied orbital energy: 0.030 Eh
Gap between HOMO and LUMO: 9.63 eV
Energy above the lowest of the compared OMol25 structures with the same formula, charge and spin: 1.3 kJ/mol
Structure (SMILES): O=C(NC1(C(F)(F)F)Oc2ccccc2O1)N1CCC2(CC1)OCCO2
Molecular weight: 374.3 g/mol